Record 1
C32H58AsCuN5OPSi2 as an isolated structure, computed with ωB97M-V/def2-TZVPD.

The geometry in XYZ format:
```
101
Properties=species:S:1:pos:R:3:forces:R:3:lowdin_charge:R:1
Cu 0.88112 0.70316 0.23295 0.0 -0.1 0.3 0.23
C -1.56262 -3.31026 2.84026 0.0 0.0 0.0 -0.15
N -1.55189 -2.45865 4.09165 0.0 0.0 0.0 -0.12
C -0.14324 -2.46698 4.65445 0.0 0.0 0.0 -0.15
N 0.80534 -2.03203 3.70188 0.0 0.0 0.0 -0.14
C 0.72300 -2.85221 2.49509 0.0 0.0 0.0 -0.15
N -0.61039 -2.85585 1.90385 0.0 0.0 0.0 -0.13
C -0.92716 -1.57581 1.24346 0.1 0.0 0.0 -0.27
P -0.58189 -0.01749 2.26235 -0.1 0.0 0.0 0.88
C -1.95942 -1.05881 3.74445 0.0 0.0 0.0 -0.13
C 0.78270 -0.58386 3.40439 0.0 0.0 0.0 -0.25
H -2.57355 -3.26149 2.43626 0.0 0.0 0.0 0.14
H -1.33087 -4.33178 3.16108 0.0 0.0 0.0 0.13
H -2.17585 -2.89493 4.77769 0.0 0.0 0.0 0.16
H 0.05871 -3.50180 4.95313 0.0 0.0 0.0 0.13
H -0.15172 -1.81782 5.52976 0.0 0.0 0.0 0.13
H 0.98567 -3.88237 2.75695 0.0 0.0 0.0 0.13
H 1.43542 -2.47804 1.76371 0.0 0.0 0.0 0.10
H -1.98218 -1.56162 0.95681 0.0 0.0 0.0 0.09
H -0.33547 -1.53700 0.32356 0.0 0.0 0.0 0.06
H -2.95553 -1.13660 3.30617 0.0 0.0 0.0 0.07
H -2.03688 -0.52592 4.69172 0.0 0.0 0.0 0.06
H 0.66666 -0.02480 4.33610 0.0 0.0 0.0 0.09
H 1.73533 -0.31038 2.95807 0.0 0.0 0.0 0.04
C 2.71359 -1.45817 -6.04019 0.0 0.0 0.0 -0.25
Si 2.77679 -1.42050 -4.14672 0.0 0.0 0.0 0.09
C 3.05979 -3.22095 -3.62109 0.0 0.0 0.0 -0.23
C 4.38717 -0.50873 -3.74726 0.0 0.0 0.0 -0.26
As 1.10572 -0.28147 -3.05286 0.0 -0.1 -0.1 0.68
Si -0.77321 -1.38253 -3.79252 0.0 0.0 0.0 0.11
C -1.78409 -2.08619 -2.34831 0.0 0.0 0.0 -0.25
C -1.96082 -0.18809 -4.67953 0.0 -0.1 0.0 -0.25
C -0.61733 -2.80823 -5.03038 0.0 0.0 0.0 -0.24
H 3.62482 -1.91435 -6.44228 0.0 0.0 0.0 0.02
H 2.63352 -0.44173 -6.43133 0.0 0.0 0.0 0.01
H 1.86203 -2.03005 -6.40805 0.0 0.0 0.0 -0.01
H 3.93256 -3.64663 -4.12795 0.0 0.0 0.0 0.02
H 2.19604 -3.84605 -3.85392 0.0 0.0 0.0 0.00
H 3.22678 -3.27617 -2.54334 0.0 0.0 0.0 0.00
H 5.23607 -0.96235 -4.26818 0.0 0.0 0.0 0.02
H 4.59818 -0.51872 -2.67549 0.0 0.0 0.0 0.00
H 4.31331 0.53599 -4.05726 0.0 0.0 0.0 0.01
H -2.00391 -1.29079 -1.63034 0.0 0.0 0.0 -0.01
H -1.21012 -2.84995 -1.81738 0.0 0.0 0.0 0.02
H -2.73209 -2.52503 -2.67668 0.0 0.0 0.0 0.02
H -2.18801 0.67068 -4.04768 0.0 0.0 0.0 -0.02
H -2.90409 -0.67179 -4.95629 0.0 0.0 0.0 0.02
H -1.47926 0.17174 -5.59384 0.0 0.0 0.0 0.01
H 0.06588 -3.58828 -4.69308 0.0 0.0 0.0 0.00
H -0.26673 -2.44626 -5.99760 0.0 0.0 0.0 0.00
H -1.60296 -3.26134 -5.17983 0.0 0.0 0.0 0.02
C -2.85218 3.40678 2.82098 0.0 0.0 0.0 -0.06
C -2.47884 2.02075 3.39240 0.0 0.1 0.0 -0.56
C -1.85831 2.29261 4.77493 0.0 0.0 0.0 -0.08
C -1.48058 1.41816 2.40416 0.0 0.0 0.0 -0.35
C -3.79938 1.25461 3.48846 0.0 0.0 0.0 -0.21
C -4.44056 0.86327 2.30979 0.0 0.0 0.0 -0.05
C -5.63136 0.15998 2.32980 0.0 0.0 0.0 -0.09
C -6.22634 -0.17572 3.54332 0.0 0.0 0.0 -0.12
C -5.61964 0.22690 4.72125 0.0 0.0 0.0 -0.10
C -4.42563 0.94288 4.69080 0.0 0.0 0.0 -0.06
H -1.95659 4.02807 2.75194 0.0 0.0 0.0 0.08
H -3.58325 3.91105 3.45895 0.0 0.0 0.0 0.08
H -3.27310 3.30815 1.81953 0.0 0.0 0.0 0.08
H -0.94277 2.86383 4.62407 0.0 0.0 0.0 0.08
H -1.58693 1.37664 5.29981 0.0 -0.1 0.0 0.06
H -2.52064 2.87560 5.42530 0.0 0.0 0.0 0.07
H -1.07292 2.15688 1.72053 0.0 0.0 0.1 0.02
H -3.95768 1.10062 1.36817 0.0 0.0 0.0 0.10
H -6.09728 -0.13693 1.39773 0.0 0.0 0.0 0.10
H -7.15343 -0.73492 3.56396 0.0 0.0 0.0 0.09
H -6.07349 -0.01584 5.67504 0.0 0.0 0.0 0.09
H -3.96937 1.23366 5.62776 0.0 0.0 0.0 0.10
N -0.73398 3.44772 -5.05835 0.0 0.1 0.1 0.18
C -0.33683 3.87834 -3.81949 0.1 0.0 -0.1 -0.51
O 0.41682 4.81598 -3.64863 -0.1 -0.1 0.0 0.06
C -0.94408 3.09009 -2.69972 0.0 0.1 0.0 -0.15
C -2.31151 2.88955 -2.59899 0.0 0.0 -0.1 -0.03
C -2.79161 2.06290 -1.59898 0.0 -0.1 0.0 -0.05
C -1.88371 1.43923 -0.76205 0.0 0.0 -0.1 -0.14
N -0.56738 1.64057 -0.84289 0.0 0.1 0.0 -0.01
C -0.10930 2.46415 -1.78806 0.0 -0.1 0.0 -0.13
H -0.20930 3.82031 -5.83406 0.0 0.0 0.0 0.11
H -1.02789 2.48571 -5.13671 0.0 -0.1 0.0 0.07
H -2.98294 3.36086 -3.30638 0.0 0.0 0.0 0.12
H -3.84981 1.86853 -1.48615 0.0 0.0 0.0 0.11
H -2.20828 0.77064 0.02057 0.0 0.0 0.1 0.07
H 0.96269 2.58526 -1.85233 0.0 0.0 0.0 0.10
C 5.00680 -0.66208 1.10039 0.0 0.0 0.0 -0.10
C 3.48699 -0.83943 1.00445 0.0 0.1 0.0 -0.54
C 3.17109 -1.87284 -0.06829 -0.1 0.0 0.0 -0.13
C 2.77545 0.49542 0.75301 0.1 0.0 -0.1 -0.26
H 5.51772 -1.60453 1.32639 0.0 0.0 0.0 0.06
H 5.26650 0.06402 1.87424 0.0 0.0 0.0 0.07
H 5.39612 -0.28718 0.14818 0.0 0.0 0.0 0.07
H 3.16751 -1.24482 1.97440 0.0 0.0 0.0 0.09
H 3.46619 -1.49245 -1.04638 0.1 0.0 0.0 0.03
H 2.09890 -2.06536 -0.15710 0.0 0.0 0.0 0.04
H 3.69141 -2.82085 0.10969 0.0 0.0 0.0 0.08
H 3.25737 0.94498 -0.13442 0.0 0.0 0.0 0.03
H 3.01206 1.17678 1.58390 0.0 0.0 0.0 0.02
```
Forces are in eV/Å.

Computed properties:
Relative energy (zero: lowest compared OMol25 entry of this formula, charge and spin) ... 2.7092 eV
Net charge ... -1
LUMO (alpha / beta) ... 1.80 / 1.73 eV
Frontier orbital gap (alpha / beta) ... 4.335 / 4.777 eV
HOMO energy (alpha / beta) ... -2.53 / -3.05 eV
Multiplicity ... 2

***

Record 2
A 3-piece molecular cluster, C39H47BFN3O5 overall, computed with ωB97M-V/def2-TZVPD.

The geometry in XYZ format:
```
96
Properties=species:S:1:pos:R:3:forces:R:3:lowdin_charge:R:1
C -0.27244 5.83736 -3.70849 0.4 -0.1 0.5 -0.11
C 0.04670 4.63555 -2.80859 0.1 -0.2 -0.6 -0.26
C 1.24016 3.79553 -3.29300 -0.7 -0.3 0.0 -0.20
C 1.10778 2.34014 -2.81398 0.6 0.1 0.8 -0.17
C 2.44627 1.68746 -2.35715 -0.7 -0.3 -0.5 -0.11
C 2.43065 1.12008 -0.96389 0.4 0.0 0.6 -0.08
C 3.39762 1.53320 -0.01979 0.0 -0.3 0.4 -0.14
C 4.47923 2.53443 -0.34142 -0.5 -0.1 -0.8 -0.13
C 5.54095 2.05730 -1.37944 0.1 0.6 1.0 -0.40
C 5.87435 3.18712 -2.36178 0.5 -0.7 0.0 -0.07
C 6.80153 1.60860 -0.61306 -0.7 0.0 -0.6 -0.07
C 3.36357 1.01378 1.27788 -0.2 -0.1 -0.1 0.00
C 2.40274 0.10544 1.69607 0.0 0.0 -0.4 0.02
C 1.44245 -0.29436 0.78071 0.2 0.2 -0.3 -0.07
C 1.46641 0.19612 -0.53051 0.3 0.5 -0.1 -0.02
C 0.39935 -0.30699 -1.43807 0.1 0.0 0.3 -0.28
O 0.60220 -0.63562 -2.58049 0.0 0.0 -0.6 0.14
C -0.93265 -0.43210 -0.79268 -0.3 0.0 0.2 0.00
C -2.09535 -0.08115 -1.46177 0.3 -0.3 -0.3 -0.16
O -2.01783 0.41445 -2.74890 -0.5 -0.2 0.3 0.05
C -3.33688 -0.18791 -0.81772 0.2 0.3 -0.1 -0.14
N -4.48347 0.21123 -1.52285 0.1 -0.3 0.2 0.03
C -4.84576 -0.58608 -2.70068 -0.1 0.6 -0.3 -0.24
C -6.31433 -0.35830 -3.03050 0.1 0.4 -0.1 -0.08
C -3.37437 -0.66563 0.49999 -0.1 -0.1 0.4 0.04
B -4.74659 -0.76695 1.27450 -0.1 0.4 -0.2 -0.43
O -5.04781 -1.94497 1.88757 0.0 0.0 0.0 0.18
C -5.75964 0.44440 1.41890 0.1 -0.2 0.3 -0.15
C -5.99470 0.87579 2.89055 -0.5 0.0 -0.4 -0.09
C -2.19383 -1.03502 1.17009 0.2 0.1 -0.2 -0.09
C -2.25230 -1.56131 2.58348 0.1 0.1 -0.1 -0.02
C -2.49103 -3.04089 2.56258 0.0 1.0 0.2 -0.50
O -2.36848 -3.74054 1.64009 0.2 -1.2 -1.4 0.20
F -2.84065 -3.54384 3.74179 -0.2 -0.1 1.0 0.12
C -0.96489 -0.90631 0.52362 -0.5 0.1 -0.2 -0.02
C 0.35009 -1.22998 1.13933 -0.1 0.0 -0.2 -0.28
O 0.52341 -2.19165 1.85395 0.0 0.0 0.6 0.09
H 0.07388 5.66278 -4.72237 -0.1 -0.1 -0.2 0.06
H -1.33979 6.02515 -3.72329 -0.1 0.2 0.0 0.06
H 0.25145 6.71764 -3.34466 -0.1 0.2 -0.1 0.07
H -0.81824 3.97644 -2.80029 -0.2 -0.1 0.1 0.10
H 0.23699 4.94081 -1.78218 -0.2 0.1 0.2 0.11
H 1.21068 3.79306 -4.38034 0.3 0.1 -0.2 0.10
H 2.17887 4.22911 -2.95658 0.2 0.1 -0.1 0.10
H 0.43496 2.33686 -1.95602 -0.2 0.0 0.1 0.11
H 0.64544 1.70838 -3.55913 -0.2 0.0 -0.2 0.10
H 3.23273 2.41596 -2.47505 0.2 0.1 0.1 0.07
H 2.67013 0.87055 -3.04069 0.1 -0.1 -0.1 0.13
H 3.98860 3.42451 -0.73805 0.0 0.1 0.0 0.11
H 4.96050 2.84728 0.57950 0.1 0.0 0.1 0.11
H 5.12628 1.19891 -1.89795 0.1 -0.1 -0.3 0.12
H 5.78701 4.16156 -1.89238 -0.2 0.2 0.0 0.08
H 6.91415 3.08019 -2.66765 0.1 0.1 -0.2 0.07
H 5.27981 3.11242 -3.26731 -0.3 0.3 0.0 0.07
H 6.60328 0.63894 -0.16774 0.2 -0.1 0.3 0.08
H 7.03509 2.33792 0.15527 0.2 0.0 0.2 0.08
H 7.63418 1.54391 -1.30755 0.2 -0.2 0.1 0.07
H 4.10479 1.34499 1.99188 0.1 0.1 0.0 0.12
H 2.39151 -0.27247 2.70443 0.0 -0.1 0.1 0.10
H -1.70457 -0.30601 -3.30814 0.4 0.2 -0.1 0.12
H -5.27393 0.35523 -0.91601 -0.1 -0.2 0.0 0.07
H -4.59781 -1.64296 -2.58927 -0.1 -0.1 0.3 0.12
H -4.27230 -0.20189 -3.53828 0.2 -0.2 -0.1 0.10
H -6.41575 0.57509 -3.57826 0.0 0.1 0.0 0.08
H -6.72897 -1.13872 -3.65858 0.0 -0.2 0.0 0.07
H -6.91013 -0.23948 -2.12799 -0.2 -0.3 0.1 0.07
H -5.88113 -1.88965 2.36869 0.0 -0.2 0.0 0.12
H -5.44760 1.31700 0.85372 0.0 0.1 -0.1 0.10
H -6.72158 0.12653 1.00485 -0.1 0.0 -0.1 0.11
H -5.46566 1.79511 3.10823 0.3 0.0 0.2 0.07
H -7.04768 1.10247 3.03380 -0.1 0.0 0.1 0.07
H -5.74155 0.10799 3.61740 0.2 0.0 0.1 0.07
H -1.29750 -1.41391 3.07396 0.1 0.0 0.2 0.11
H -2.99152 -1.04659 3.18687 -0.2 -0.1 0.1 0.13
N 1.08780 -0.29188 5.73591 0.0 -0.1 0.0 0.06
C 1.08649 -0.50028 7.05112 0.0 0.1 0.0 -0.16
C 0.84232 -1.73534 7.63316 0.0 0.0 0.0 -0.08
C 0.58274 -2.81517 6.80417 0.0 0.0 0.0 -0.08
C 0.57963 -2.61757 5.43316 0.0 0.0 0.0 -0.06
C 0.83806 -1.34292 4.95424 0.0 0.1 0.2 -0.16
H 1.29169 0.37023 7.66490 0.0 0.0 0.0 0.10
H 0.85592 -1.84583 8.70880 0.0 0.0 0.0 0.10
H 0.38686 -3.79525 7.21982 0.0 0.0 0.0 0.11
H 0.38295 -3.43007 4.74644 0.0 0.0 0.0 0.11
H 0.84763 -1.15043 3.89362 0.0 -0.1 -0.1 0.06
N 2.61351 -4.85792 -0.38742 -0.1 0.0 -0.1 0.06
C 1.39588 -4.31662 -0.32615 0.1 0.0 0.1 -0.14
C 0.47601 -4.37646 -1.36319 0.0 0.0 0.0 -0.06
C 0.83861 -5.03015 -2.52909 0.0 0.0 0.0 -0.08
C 2.09991 -5.59770 -2.60978 0.0 0.0 0.0 -0.08
C 2.94377 -5.48455 -1.51478 0.1 0.0 0.1 -0.16
H 1.15021 -3.81298 0.59864 0.0 -0.1 0.0 0.08
H -0.49974 -3.92045 -1.25337 0.0 0.0 0.0 0.10
H 0.14949 -5.09745 -3.36159 0.0 0.0 0.0 0.10
H 2.42466 -6.11750 -3.50091 0.0 0.0 0.0 0.10
H 3.93855 -5.91718 -1.53690 0.0 0.0 0.0 0.10
```
Forces are in eV/Å.

Computed properties:
LUMO ... -0.52 eV
Frontier orbital gap ... 8.014 eV
HOMO energy ... -8.54 eV